[1]
Below is a molecular structure, C22H23Cl5IrN2O5S2, with properties calculated with ωB97M-V/def2-TZVPD.

```
60
Properties=species:S:1:pos:R:3:forces:R:3:mulliken_charge:R:1
Ir -0.620852 -0.573055 0.307381 -0.177 -0.354 -0.080 1.48
C -0.983885 -2.264525 -3.804257 0.172 0.008 0.013 -0.93
O -1.368582 -1.467439 -2.697118 -0.255 0.002 -0.082 -0.04
C -1.597177 -0.119086 -3.033476 0.110 0.058 -0.037 -0.62
C -2.660936 0.434016 -2.129464 0.022 0.027 0.011 -0.67
O -2.104140 0.710496 -0.825161 -0.026 -0.080 0.115 -0.63
C -3.098662 1.056263 0.147617 0.034 0.040 0.016 -0.81
C -3.529844 -0.162692 0.927577 -0.004 -0.044 -0.012 -0.58
O -2.356407 -0.719200 1.541276 0.033 0.168 0.079 0.26
C -2.621545 -1.668347 2.585042 0.004 -0.043 -0.039 -0.96
H -0.062948 -1.890425 -4.261306 -0.003 0.003 0.005 0.33
H -1.774738 -2.291362 -4.559227 -0.001 0.003 -0.008 0.35
H -0.808485 -3.269977 -3.429750 0.000 -0.014 -0.007 0.23
H -1.939928 -0.020462 -4.069281 -0.048 -0.029 0.020 0.63
H -0.675366 0.466353 -2.923480 -0.022 -0.014 -0.089 0.08
H -3.472987 -0.291113 -2.032018 -0.019 0.005 -0.017 0.36
H -3.050623 1.377826 -2.515605 0.005 0.003 -0.021 0.44
H -3.955377 1.520324 -0.343165 -0.013 -0.006 0.009 0.58
H -2.640699 1.781568 0.819535 -0.003 0.007 -0.012 0.19
H -3.994665 -0.921737 0.290548 0.011 -0.004 0.001 0.33
H -4.231170 0.125820 1.713425 -0.005 0.001 -0.008 0.55
H -3.208366 -1.176158 3.360451 -0.006 -0.006 -0.001 0.31
H -1.662257 -1.980429 2.985959 0.000 0.003 0.004 0.29
H -3.162192 -2.526723 2.184199 0.006 0.000 0.001 0.33
O 2.881814 3.355992 -1.032484 0.027 -0.002 -0.035 -0.68
C 3.075618 2.397569 -1.953728 -0.009 0.027 0.011 0.49
C 4.016703 2.656953 -2.951050 0.001 0.001 -0.001 -0.70
C 4.269066 1.722980 -3.931381 0.003 0.004 0.001 -0.36
C 3.593309 0.501576 -3.947757 -0.004 -0.005 0.001 -0.95
C 2.665634 0.236685 -2.967409 0.005 0.001 0.001 -0.41
C 2.388347 1.171763 -1.959919 -0.018 -0.012 0.017 0.11
C 1.390044 0.832890 -0.944306 -0.031 0.007 0.053 0.70
O 0.831041 -0.342862 -1.018606 -0.004 -0.092 -0.026 -0.45
N 1.070079 1.695411 -0.016905 0.003 -0.049 -0.002 -0.89
N 0.134039 1.170638 0.877109 -0.016 0.128 0.034 0.37
C -0.013694 1.854117 1.961482 0.076 0.002 -0.012 0.02
S -1.043112 1.353830 3.275660 -0.025 0.006 -0.013 0.06
C -0.897155 2.923093 4.176442 -0.010 0.001 -0.008 -0.70
C 0.507848 3.443143 3.965056 -0.006 0.005 0.004 -0.54
S 0.898674 3.317172 2.198864 -0.004 -0.014 0.005 -0.06
H 2.203674 3.050198 -0.401166 -0.017 -0.009 0.020 0.64
H 4.535133 3.605621 -2.926027 0.000 0.000 0.000 0.45
H 5.003299 1.942628 -4.695555 0.000 0.000 0.000 0.39
H 3.800702 -0.228865 -4.717014 0.001 -0.001 0.000 0.44
H 2.135944 -0.706066 -2.949872 0.003 -0.004 0.004 0.50
H -1.098421 2.709083 5.225120 0.003 0.002 0.001 0.42
H -1.643928 3.620324 3.800086 0.002 0.001 0.003 0.30
H 1.236842 2.862063 4.528106 -0.001 0.001 -0.001 0.32
H 0.591533 4.492304 4.244603 -0.001 0.000 0.002 0.43
Cl 2.290293 -0.259769 2.634887 0.030 -0.019 -0.008 -0.16
C 1.579871 -1.780922 2.235732 -0.041 -0.007 0.066 0.85
C 0.505851 -1.847788 1.359710 0.084 0.113 -0.014 -1.43
C 0.062011 -3.111879 1.031398 0.028 -0.150 0.004 0.89
Cl -1.192501 -3.023016 -0.203342 0.105 0.327 0.043 -0.25
C 0.548355 -4.298443 1.535438 0.003 -0.011 0.004 -0.26
Cl -0.113171 -5.797459 1.040619 0.000 0.006 -0.004 -0.18
C 1.594797 -4.206627 2.453994 0.006 0.028 0.003 0.57
Cl 2.242382 -5.634333 3.142401 -0.003 -0.002 -0.003 -0.16
C 2.113058 -2.951817 2.791666 -0.008 -0.019 -0.008 -0.06
Cl 3.417852 -2.856123 3.898448 0.001 0.004 -0.004 -0.16
```
Forces are in eV/Å.

Results
Energy relative to the best compared isomer or geometry (same formula, charge and spin), kJ/mol: 0.0
Total charge: +1
Lowest unoccupied orbital energy, eV: -2.627
HOMO, Eh: -0.3891
Kohn-Sham gap, hartree: 0.293

---

[2]
Below is a molecular structure, C22H23ClN2OOsP at a distorted geometry, with properties calculated with ωB97M-V/def2-TZVPD.

```
51
Properties=species:S:1:pos:R:3:forces:R:3:mulliken_spin:R:1
Os -0.203690 -0.100279 1.426258 0.546 -2.984 2.101 1.66
Cl -0.026090 -2.417773 1.143557 -0.237 0.435 0.024 0.15
C 0.067175 1.693849 1.597417 -0.234 6.972 0.674 -0.01
O 0.189812 2.854768 1.741431 -0.042 -3.885 -0.561 0.03
P 0.046107 0.085292 -0.763972 1.051 -0.121 -3.706 0.04
C -1.481257 -0.251290 -1.736417 -0.005 -0.096 0.375 0.03
C 0.511869 1.694261 -1.571257 -0.811 0.322 0.946 -0.02
C 1.292422 -1.035111 -1.524120 -0.101 0.096 0.737 -0.07
C 1.704768 1.871892 -2.282175 -0.303 -1.297 0.641 0.19
C 2.012190 3.122303 -2.833887 0.136 1.979 -0.595 0.18
C 1.153566 4.209353 -2.667258 0.549 -0.152 -0.262 -0.01
C -0.038708 4.026949 -1.963931 0.357 1.379 -0.579 0.20
C -0.361380 2.779601 -1.421940 0.166 -1.935 0.415 0.23
H 2.403345 1.040985 -2.391798 -0.160 0.230 -0.012 0.02
H 2.946443 3.246345 -3.381772 -0.228 -0.017 0.111 0.00
H 1.415416 5.192335 -3.073110 -0.135 -0.452 0.152 0.01
H -0.715473 4.868526 -1.818581 0.138 -0.164 -0.030 0.00
H -1.299627 2.650975 -0.875402 0.274 0.142 -0.116 0.00
C -2.450838 -1.063907 -1.153499 1.835 0.681 0.691 0.17
C -3.619080 -1.383781 -1.854204 -1.691 -0.440 -1.046 0.25
C -3.843359 -0.871115 -3.131046 0.073 0.300 -0.516 0.00
C -2.879278 -0.040719 -3.708395 -1.930 -0.767 -0.709 0.20
C -1.700375 0.269834 -3.022163 1.299 0.106 1.267 0.22
H -2.278132 -1.447680 -0.142229 -0.200 -0.056 -0.384 0.06
H -4.361505 -2.039608 -1.398256 0.170 0.123 -0.085 0.00
H -4.759623 -1.112543 -3.677336 0.357 0.084 0.235 0.01
H -3.035577 0.374805 -4.703132 -0.039 -0.120 0.179 0.00
H -0.962519 0.928855 -3.482164 -0.241 -0.226 0.046 0.02
C 1.071510 -1.708393 -2.728096 -0.032 0.279 0.011 0.12
C 2.070522 -2.542522 -3.245055 0.462 -0.242 -0.123 0.03
C 3.271879 -2.721937 -2.554562 -0.397 -0.053 -0.481 0.00
C 3.473637 -2.062963 -1.340827 0.281 -0.025 0.217 0.11
C 2.481275 -1.232594 -0.815851 -0.575 0.297 -0.037 0.04
H 0.120170 -1.593061 -3.246942 0.291 -0.196 0.001 0.03
H 1.898685 -3.052436 -4.193062 0.077 0.076 0.267 0.00
H 4.045396 -3.380084 -2.959632 -0.296 0.245 0.152 0.00
H 4.403127 -2.206335 -0.787876 -0.249 0.018 -0.158 0.00
H 2.592414 -0.765493 0.166867 0.208 -0.166 -0.311 0.00
H -2.888280 -3.690436 1.102234 0.343 -0.249 -0.048 0.00
H -2.190349 -3.968827 1.017590 -0.566 0.161 0.024 0.00
C -1.062179 0.672171 6.658690 -0.826 0.596 -0.375 -0.01
N -0.009087 -0.025527 5.897855 0.071 0.132 -1.033 0.10
C 1.060205 -0.692014 6.662926 0.874 -0.615 -0.332 -0.01
C -0.014255 -0.030150 4.595730 -0.040 -0.205 1.883 -0.01
N -0.059674 -0.102858 3.433996 -0.188 -0.184 0.125 0.01
H -0.854295 0.544394 7.726623 -0.178 0.116 -0.457 0.00
H -2.049849 0.283789 6.388103 0.233 -0.294 0.292 0.00
H -1.106577 1.730048 6.377387 0.360 -0.097 0.305 0.00
H 1.120788 -1.751787 6.394531 -0.356 0.077 0.274 0.00
H 2.041873 -0.292251 6.387754 -0.244 0.298 0.272 0.00
H 0.856450 -0.557831 7.730983 0.151 -0.104 -0.463 0.00
```
Forces are in eV/Å.

Results
<S²>: 6.050
Total charge: +3
Spin multiplicity: 5
Lowest unoccupied orbital energy (alpha / beta), eV: -9.286 / -13.858
HOMO (alpha / beta), Eh: -0.6465 / -0.6324
Kohn-Sham gap (alpha / beta), hartree: 0.305 / 0.123

---

[3]
Below is C22H23F3N2O2 in the gas phase, with properties calculated with ωB97M-V/def2-TZVPD.

```
52
Properties=species:S:1:pos:R:3:forces:R:3:mulliken_charge:R:1
C -8.639870 -1.357457 0.229462 0.030 -0.236 -0.084 -1.31
C -7.160551 -1.663709 0.094704 -0.453 0.237 0.084 0.81
O -6.737797 -2.725081 -0.299723 0.119 -0.248 -0.089 -0.61
N -6.382035 -0.605735 0.467828 -0.072 0.425 0.154 -0.18
C -4.987502 -0.496100 0.486777 0.367 -0.127 -0.056 1.12
C -4.140485 -1.530423 0.104853 -0.220 -0.176 -0.049 -0.68
C -2.770081 -1.347006 0.146206 0.105 0.294 0.126 -0.63
C -2.215717 -0.148047 0.569020 0.042 -0.187 -0.014 0.02
C -3.068082 0.881693 0.950979 -0.039 -0.106 -0.009 -0.80
C -4.435941 0.713332 0.909343 -0.024 -0.067 -0.008 -0.68
H -5.088145 1.523279 1.207316 -0.070 0.088 0.036 0.28
H -2.643688 1.820913 1.270347 0.033 0.123 0.018 0.41
C -0.725186 0.059326 0.619830 0.006 0.080 0.009 -0.50
N -0.369948 1.316792 -0.016718 -0.152 -0.018 0.164 0.27
C 0.942963 1.813001 0.294559 0.334 -0.002 0.080 -2.03
C 2.088841 1.062677 -0.431924 -0.356 0.479 -0.142 1.30
C 3.393652 1.748814 -0.112906 -0.025 -0.228 0.036 -0.06
O 3.527210 2.949289 -0.208219 -0.068 -0.057 0.026 -0.61
C 4.528000 0.896851 0.351273 0.436 0.005 0.096 0.60
C 5.480764 1.472575 1.191165 -0.072 -0.012 -0.063 -0.83
C 6.560737 0.739030 1.644066 0.009 0.033 0.005 -0.61
C 6.720010 -0.578860 1.249052 -0.159 -0.108 -0.158 -0.72
C 5.783713 -1.148627 0.396866 0.080 -0.120 0.031 -0.29
C 4.689756 -0.423229 -0.053329 0.068 0.122 0.140 -0.06
H 3.991892 -0.889890 -0.731381 -0.130 -0.042 -0.029 0.38
C 5.950741 -2.562478 -0.085601 0.026 -0.238 -0.182 0.98
F 6.799586 -3.280438 0.660887 0.146 0.098 0.220 -0.28
F 4.787527 -3.237151 -0.098578 -0.211 0.083 0.053 -0.26
F 6.420605 -2.612079 -1.347705 0.041 0.156 -0.108 -0.26
H 7.560976 -1.160776 1.593289 0.047 -0.049 0.031 0.48
H 7.286651 1.192015 2.301235 0.054 0.049 0.072 0.41
H 5.350996 2.505094 1.479071 -0.005 0.080 0.019 0.49
H 2.102771 0.022643 -0.098241 0.048 0.026 -0.020 0.39
C 1.825453 1.130119 -1.944930 -0.029 -0.294 0.040 -0.89
C 0.433624 0.591781 -2.261442 -0.049 0.231 0.111 -0.55
C -0.620450 1.348343 -1.444750 -0.011 -0.135 -0.230 -0.92
H -1.614235 0.934955 -1.628035 0.011 0.103 -0.051 0.42
H -0.623253 2.399461 -1.750558 -0.052 -0.004 -0.075 0.38
H 0.222024 0.711046 -3.324483 -0.029 -0.074 -0.045 0.41
H 0.387221 -0.474240 -2.028912 -0.012 -0.077 -0.056 0.32
H 2.585964 0.558822 -2.483260 0.036 0.068 -0.064 0.31
H 1.898996 2.172767 -2.262471 0.060 0.036 0.003 0.40
H 1.096401 1.757690 1.375594 -0.016 0.071 -0.005 0.48
H 0.990318 2.864926 -0.003943 0.093 -0.045 0.058 0.33
H -0.221099 -0.813957 0.176360 -0.020 -0.020 0.087 0.24
H -0.412441 0.124977 1.667815 0.087 -0.043 -0.077 0.46
H -2.124429 -2.158906 -0.156954 0.085 -0.074 -0.045 0.36
H -4.557133 -2.466933 -0.224595 -0.023 -0.012 -0.011 0.52
H -6.866703 0.225987 0.776791 0.001 -0.224 -0.081 0.19
H -8.882073 -1.118105 1.262964 -0.047 0.054 0.070 0.33
H -9.212198 -2.227305 -0.078614 0.026 -0.003 -0.002 0.35
H -8.908355 -0.511670 -0.400368 -0.047 0.085 -0.018 0.33
```
Forces are in eV/Å.

Results
Energy relative to the best compared isomer or geometry (same formula, charge and spin), kJ/mol: 92.9
Total charge: 0
Lowest unoccupied orbital energy, eV: 0.045
HOMO, Eh: -0.3055
Kohn-Sham gap, hartree: 0.307

---

[4]
Below is a molecular structure, C22H23IrN4O2, with properties calculated with ωB97M-V/def2-TZVPD.

```
52
Properties=species:S:1:pos:R:3:forces:R:3:mulliken_spin:R:1
Ir -1.109496 -0.807783 -0.979685 0.576 -0.016 -0.066 2.54
O -1.420534 3.654486 -1.917688 -0.058 -0.052 -0.027 0.19
C -0.172852 3.984507 -1.956746 0.033 0.014 -0.035 0.21
C 0.122324 5.372693 -2.166874 -0.126 -0.151 0.031 0.13
C 1.418622 5.770203 -2.256205 0.225 -0.036 0.002 -0.01
C 2.448348 4.810971 -2.144944 -0.036 0.050 -0.006 0.28
C 2.165690 3.438682 -1.927171 0.195 0.111 -0.017 0.05
C 0.880349 3.002644 -1.816877 -0.388 0.030 0.028 0.11
C 0.550589 1.564335 -1.618482 0.020 0.356 0.036 0.00
O -0.718392 1.246375 -1.477936 -0.099 -0.116 -0.208 0.13
N 1.527633 0.715520 -1.646761 -0.043 -0.139 -0.020 0.08
N 0.998404 -0.544894 -1.585118 -0.300 -0.093 0.410 0.06
C 1.584553 -1.538264 -2.118007 0.172 -0.225 -0.288 0.04
C 0.805681 -2.775382 -2.251111 0.116 0.074 0.081 0.04
C 1.347668 -3.941030 -2.739234 0.119 -0.101 -0.058 0.02
C 0.516796 -5.043310 -2.935984 0.028 -0.036 -0.021 0.02
C -0.830049 -4.929568 -2.650440 -0.001 -0.016 0.014 0.00
C -1.312153 -3.722903 -2.163256 0.053 0.008 -0.028 0.03
N -0.511424 -2.673305 -1.960195 -0.495 0.224 -0.007 0.08
H -1.492057 2.665523 -1.800793 -0.037 0.095 0.069 -0.01
H -0.709394 6.059483 -2.261915 -0.009 -0.043 0.007 0.00
H 1.661956 6.811470 -2.420518 0.034 -0.027 -0.007 0.00
H 3.479887 5.127087 -2.233380 -0.004 -0.020 0.006 0.00
H 2.973034 2.722507 -1.856399 0.045 0.051 -0.008 0.01
H 2.573633 -1.446634 -2.560333 -0.001 -0.007 0.016 0.00
H 2.403229 -3.984039 -2.975729 -0.024 -0.031 -0.005 0.00
H 0.920246 -5.970381 -3.321493 0.011 0.011 0.000 0.00
H -1.513585 -5.751989 -2.808324 0.005 0.000 0.001 0.00
H -2.364451 -3.594529 -1.945209 0.006 0.040 -0.007 0.01
C 0.036104 -0.525845 4.713332 0.002 0.009 0.019 0.00
N 0.985314 -0.334975 3.567073 -0.077 -0.085 0.000 0.00
C 1.512381 -1.646666 3.073223 -0.010 0.029 0.015 0.02
C 0.412813 0.532877 2.460323 -0.015 0.017 -0.048 0.03
C -0.951088 0.098747 1.993646 -0.002 0.012 0.069 0.02
C -2.077697 0.788608 2.399083 -0.070 -0.005 0.028 0.06
C -3.369625 0.392707 1.998797 0.046 0.027 0.036 0.03
C -3.550457 -0.734349 1.235994 -0.016 -0.024 0.010 0.03
C -2.418806 -1.482492 0.823721 0.031 0.045 0.059 0.10
C -1.127863 -1.009793 1.141410 -0.071 -0.049 0.055 0.69
H 0.577021 -0.993309 5.532069 0.013 -0.004 -0.012 0.00
H -0.778777 -1.169479 4.393118 0.015 0.010 -0.018 0.00
H -0.346425 0.441856 5.029922 0.017 0.000 -0.018 0.00
H 1.783094 0.185334 3.934806 0.039 0.000 0.005 0.00
H 0.699739 -2.194042 2.603251 -0.025 0.008 0.018 -0.01
H 1.897836 -2.208139 3.920162 0.004 0.010 0.013 0.00
H 2.309512 -1.460944 2.357458 -0.013 0.019 -0.004 0.00
H 1.135138 0.511233 1.644263 0.051 -0.010 0.017 0.00
H 0.367709 1.540461 2.869415 -0.006 0.028 -0.019 0.00
H -1.971772 1.660762 3.036921 -0.019 -0.023 -0.023 0.01
H -4.227972 0.960499 2.333917 0.023 0.006 -0.003 0.00
H -4.546085 -1.084056 0.993138 0.026 -0.012 0.001 0.00
H -2.574333 -2.491484 0.441748 0.040 0.036 -0.092 0.02
```
Forces are in eV/Å.

Results
<S²>: 8.794
Total charge: +3
Spin multiplicity: 6
Lowest unoccupied orbital energy (alpha / beta), eV: -9.186 / -11.333
HOMO (alpha / beta), Eh: -0.6255 / -0.6480
Kohn-Sham gap (alpha / beta), hartree: 0.288 / 0.232